No. 1
This record from the OMol25 dataset describes C4H10N4 in the gas phase. The level of theory is ωB97M-V with the def2-TZVPD basis set.

Each line ends with the Mulliken charge.
Atoms and positions in Å:
C -1.21686 1.15677 1.32347  -1.075
C -0.44643 0.93727 0.21576  0.363
C -0.24688 1.84274 -1.10669  -1.081
C 0.32625 -0.44973 0.11205  0.735
N 1.53889 -0.87816 0.10025  -0.469
N 2.66167 0.04185 -0.05762  -0.607
N -0.51458 -1.45955 0.04315  -0.224
N -1.98768 -1.40780 -0.43733  -0.607
H -1.18416 0.63512 2.22516  0.350
H -1.70510 2.11036 1.58625  0.310
H -0.81606 2.83254 -1.07823  0.334
H 0.74581 1.95296 -1.37361  0.338
H -0.84165 1.40933 -1.96310  0.253
H 3.27753 -0.51350 0.38625  0.299
H 2.63711 0.78146 0.81370  0.223
H -0.10550 -2.28079 -0.05152  0.266
H -2.25545 -0.52602 0.23108  0.353
H -2.13708 -1.39815 -1.58262  0.238

Calculated values
Orbital gap in eV: 8.623
Spin multiplicity: 1
SMILES: C=C(C)/C(=N\N)NN

---

No. 2
This record from the OMol25 dataset describes a 2-piece molecular cluster, C4H10N4 overall. The level of theory is ωB97M-V with the def2-TZVPD basis set.

Each line ends with the Mulliken charge.
Atoms and positions in Å:
N 0.45625 1.09425 1.52967  -1.114
N 2.15147 -1.17611 1.69058  -0.434
C 1.12514 -1.01484 0.79427  0.055
N 0.40478 0.03058 0.71723  0.181
H 1.27496 1.65655 1.27735  0.227
H -0.58374 1.74327 0.81753  0.389
H 2.46478 -2.11529 1.87535  0.236
H 2.11726 -0.55898 2.49201  0.262
H 0.95761 -1.81226 0.07814  0.298
C -1.14150 0.34943 -0.60284  0.280
C -0.63054 -0.94842 -2.43546  -0.363
C -1.42757 1.66946 -0.17100  -1.029
N -0.45842 0.14425 -1.80819  -0.442
H -1.76063 -0.47334 -0.23836  0.340
H -1.30213 -1.74496 -2.08752  0.275
H -0.10128 -1.11302 -3.37026  0.271
H -1.15572 2.45585 -0.86961  0.289
H -2.39072 1.81360 0.31111  0.279

Calculated values
Orbital gap (spin up / spin down) in eV: 8.453 / 8.454
Spin multiplicity: 1

---

No. 3
This record from the OMol25 dataset describes C4H10N4 as an isolated structure. The level of theory is ωB97M-V with the def2-TZVPD basis set.

Each line ends with the Mulliken charge.
Atoms and positions in Å:
C -0.34155 -2.75442 -0.22202  -0.064
C -0.03529 0.24474 0.23512  -0.175
C -0.85532 1.62988 -0.02213  -0.828
C 0.93855 1.38357 0.85819  -0.473
H 0.93971 -1.73733 1.07365  0.356
H -0.92004 -3.61287 -0.44337  0.418
H -1.19627 -1.58166 -2.19550  0.289
H 0.70776 0.11135 -1.55855  0.334
H -0.18649 -0.44306 1.05029  0.452
H -1.31937 1.98098 0.88096  0.379
H -1.34655 1.47539 -1.01533  0.334
H 0.37632 3.11604 -0.22353  0.209
H 0.12712 1.66037 1.90842  0.157
H 2.05447 1.31136 1.19306  0.319
N 0.50526 -2.69460 0.97560  -0.624
N -0.37135 -1.70055 -1.32580  -0.284
N 0.45481 -0.54555 -0.84767  -0.330
N 0.46823 2.15636 -0.32138  -0.470

Calculated values
Orbital gap in eV: 9.363
Spin multiplicity: 1

---

No. 4
This record from the OMol25 dataset describes C4H10N4 in the gas phase. The level of theory is ωB97M-V with the def2-TZVPD basis set.

Each line ends with the Mulliken charge.
Atoms and positions in Å:
H -3.30134 -0.35126 -0.01821  0.222
N -2.65327 0.16053 -0.57277  -0.653
C -1.48732 -0.19876 -0.13111  0.530
N -1.12452 -0.93481 1.06005  -0.397
C -0.29689 0.22526 -1.00481  -0.916
N 0.78155 0.42881 -0.13476  0.632
C 1.05793 1.83550 0.38672  -0.772
N 1.92907 -0.35838 -0.03120  -0.633
C 1.70878 -1.69441 -0.43665  -0.429
H -2.05437 -1.16163 1.66400  0.241
H -0.23075 -1.02454 1.44658  0.223
H -0.66226 1.23549 -1.28964  0.271
H -0.10127 -0.42447 -1.86268  0.440
H 0.14038 2.26489 1.16153  0.207
H 0.97574 2.68877 -0.39013  0.261
H 2.16283 1.67655 0.93204  0.281
H 0.45052 -2.12304 -0.43544  0.189
H 2.70517 -2.24449 -0.34352  0.303

Calculated values
Orbital gap in eV: 8.970
Spin multiplicity: 1
SMILES: [H]/N=C(\N)CN(C)N=C

---

No. 5
This record from the OMol25 dataset describes C4H10N4 in the gas phase. The level of theory is ωB97M-V with the def2-TZVPD basis set.

Each line ends with the Mulliken charge.
Atoms and positions in Å:
C -1.80031 -0.13012 0.70688  -1.234
C 0.16239 -0.66969 -0.71227  0.129
C 1.16684 -0.00021 0.05341  0.125
C -0.63201 0.35572 -0.12899  0.390
N -0.05621 -1.91831 -1.13494  -0.401
N 1.43786 -0.16864 1.44180  -0.463
N -0.80238 1.70033 -0.53972  -0.574
N 2.06467 0.47164 -0.84834  -0.693
H -0.88777 -2.11921 -1.67149  0.245
H 0.74136 -2.53215 -1.22089  0.255
H 2.23973 -0.75302 1.64724  0.238
H 1.58899 0.69913 1.94361  0.243
H -0.36224 1.93334 -1.42335  0.298
H -0.51840 2.37399 0.16347  0.255
H 1.94623 1.46986 -1.06146  0.168
H -1.55906 -1.06443 1.21083  0.361
H -2.03470 0.60154 1.48399  0.353
H -2.69497 -0.24976 0.09024  0.302

Calculated values
Orbital gap (spin up / spin down) in eV: 7.462 / 7.461
Spin multiplicity: 1

---

No. 6
This record from the OMol25 dataset describes C4H10N4 in the gas phase. The level of theory is ωB97M-V with the def2-TZVPD basis set.

Each line ends with the Mulliken charge.
Atoms and positions in Å:
H 0.56626 -2.75506 -0.13730  0.217
N 0.41975 -2.27543 -1.01630  -0.769
C 0.09905 -1.04395 -0.91948  0.486
N -0.07290 -0.35193 -2.09820  -0.398
N 0.25602 -0.25499 0.26066  0.123
C 0.92990 -0.77089 1.43271  -1.278
C -0.46404 0.92197 0.33667  0.491
C -1.68732 0.94780 -0.25489  -0.992
N 0.20962 2.03389 0.80405  -0.457
H -0.19053 -0.85289 -2.96369  0.228
H 0.45647 0.48117 -2.31077  0.208
H 0.66073 -0.18333 2.31037  0.431
H 2.01653 -0.77192 1.29405  0.289
H 0.60339 -1.78895 1.65780  0.418
H -2.31401 0.07979 -0.34261  0.262
H -2.13861 1.89351 -0.51037  0.279
H 1.01350 1.87294 1.38969  0.243
H -0.36379 2.81825 1.06761  0.219

Calculated values
Orbital gap in eV: 8.368
Spin multiplicity: 1
SMILES: [H]/N=C(/N)N(C)C(=C)N

---

No. 7
This record from the OMol25 dataset describes C4H10N4O in the gas phase. The level of theory is ωB97M-V with the def2-TZVPD basis set.

Each line ends with the Mulliken charge.
Atoms and positions in Å:
H 0.11410 -0.59558 -4.12449  0.188
N 0.75231 0.13917 -4.00317  -0.644
C 0.95954 0.41170 -2.78239  0.219
N 0.32447 -0.12783 -1.66733  -0.234
C 0.05873 0.62326 -0.50152  0.497
O 0.36495 1.79938 -0.39059  -0.614
N -0.63589 -0.08851 0.47463  0.184
N -0.50432 -1.54826 0.40885  -0.684
C -0.86425 0.53093 1.76843  -0.648
C 0.19008 0.11218 2.77000  -0.966
H 1.71157 1.20777 -2.48116  0.320
H -0.35008 -0.90014 -1.94986  0.198
H -1.13110 -1.90712 -0.28454  0.264
H 0.51204 -1.74069 0.16759  0.313
H -1.94316 0.36478 2.05044  0.350
H -0.67807 1.52737 1.65178  0.372
H -0.14025 0.55429 3.77553  0.308
H 1.08313 0.60452 2.34631  0.260
H 0.17618 -0.96722 2.77149  0.316

Calculated values
Orbital gap in eV: 10.194
Spin multiplicity: 1
SMILES: [H]/N=C\NC(=O)N(N)CC

---

No. 8
This record from the OMol25 dataset describes C4H10N4O2P2 as an isolated structure. The level of theory is ωB97M-V with the def2-TZVPD basis set.

Each line ends with the Mulliken charge.
Atoms and positions in Å:
C -2.10001 0.98573 -0.22833  0.675
C 2.44447 -1.59735 -0.46251  0.781
C -3.43302 0.98183 0.43209  -1.070
C 1.70348 -2.85354 -0.67826  -1.213
N 0.88683 2.37207 -1.25690  -0.590
N 1.52056 1.32635 1.97722  -0.446
N -1.77631 1.23150 -1.45165  -0.324
N 1.82260 -0.69850 0.49454  -0.157
O -1.13842 0.66831 0.52470  -0.647
O 3.51640 -1.20014 -0.83978  -0.537
P 0.15001 1.03475 -1.30993  0.209
P 2.45726 0.83987 0.68569  0.259
H -3.81098 0.05528 0.43835  0.317
H -3.47026 1.37627 1.39681  0.322
H -4.10326 1.64331 -0.32639  0.268
H 0.67782 -2.65278 -1.01004  0.324
H 1.87964 -3.44022 0.23757  0.328
H 2.16859 -3.36383 -1.45041  0.377
H 1.43354 2.31904 2.28418  0.327
H 0.63296 0.88326 1.85712  0.304
H -2.40756 1.15990 -2.15437  0.178
H 0.94564 -1.07111 0.84029  0.313

Calculated values
Orbital gap (spin up / spin down) in eV: 6.480 / 6.477
Spin multiplicity: 1

---

spin multiplicity of number 8 (C4H10N4O2P2)? 1